The ion C24H25ClNO8 with charge -1 in a non-equilibrium geometry, computed with the ωB97M-V functional and the def2-TZVPD basis.

```
59
C24H25ClNO8 | OMol25 | the ωB97M-V functional and the def2-TZVPD basis
C -4.47232 -0.34078 -2.74412
C -3.01036 -0.67655 -2.74457
O -2.47630 -0.44672 -1.42527
C -1.16222 -0.84452 -1.35535
O -0.59733 -1.29500 -2.32655
C -0.65137 -0.67847 -0.00397
C -1.53325 -1.00101 1.09597
O -1.30300 -0.71411 2.29438
O -2.60514 -1.77088 0.73888
C -3.47283 -2.05396 1.85513
C -4.42276 -3.14705 1.45325
C 0.71936 -0.38005 0.36674
C 1.72998 -0.66871 -0.78867
C 1.82601 0.19628 -1.90433
C 2.70940 -0.07844 -2.91251
C 3.46152 -1.27353 -2.89434
N 4.34738 -1.52881 -3.98202
O 5.10109 -2.52273 -3.99505
O 4.35912 -0.68298 -4.90746
C 3.43954 -2.09928 -1.73116
C 2.55707 -1.78470 -0.72427
C 0.87338 0.77241 1.34925
C 0.05530 2.07549 1.19571
O 0.51491 3.19795 1.03909
O -1.27073 1.91521 1.37412
C -1.90454 3.29081 1.39700
C -3.34478 2.98386 1.53564
C 2.35922 1.06499 1.49304
C 3.15396 -0.03725 1.85790
C 4.51500 0.09101 2.03145
C 5.12686 1.33815 2.04176
C 4.31421 2.48284 1.84364
Cl 5.03907 4.04910 2.02614
C 2.94392 2.33975 1.58979
H -4.78220 -0.39740 -3.79527
H -5.06041 -1.07571 -2.17309
H -4.70128 0.66722 -2.35502
H -2.43990 -0.03254 -3.42146
H -2.86085 -1.73315 -3.00264
H -3.99513 -1.11784 2.11836
H -2.84904 -2.36612 2.71008
H -5.14839 -3.29685 2.24340
H -4.96141 -2.91867 0.53525
H -3.87618 -4.07605 1.32453
H 0.92128 -1.08927 1.17606
H 1.10638 1.01620 -2.02585
H 2.80270 0.57935 -3.80741
H 4.06526 -3.01035 -1.69072
H 2.37769 -2.50603 0.10114
H 0.51553 0.30747 2.33472
H -1.65049 3.74322 0.44851
H -1.52323 3.89820 2.22037
H -3.97676 3.86589 1.35337
H -3.63561 2.19741 0.80080
H -3.59015 2.59911 2.54928
H 2.68275 -0.96754 2.14437
H 5.10815 -0.80722 2.22460
H 6.18889 1.46697 2.22355
H 2.36301 3.28135 1.62380
```

The calculation puts the electronic energy at -55684.20928 eV. As for the net charge: -1. The SMILES is CCOC(=O)/C(=C(/[O-])OCC)[C@@H](c1ccc([N+](=O)[O-])cc1)[C@H](C(=O)OCC)c1cccc(Cl)c1.

***

A cluster of 2 separate species, C8H20INO in total in a non-equilibrium geometry, computed with the ωB97M-V functional and the def2-TZVPD basis.

```
31
C8H20INO | OMol25 | the ωB97M-V functional and the def2-TZVPD basis
I 1.70644 4.63842 1.12192
C -1.71031 2.52056 0.92223
C -1.78955 1.01044 0.40423
N -0.41118 0.41180 -0.00347
C -0.07824 1.00555 -1.41917
C 0.74847 0.72203 1.02838
C 0.55333 0.24692 2.45624
C -0.58012 -1.17600 -0.09131
C 0.65492 -1.97394 -0.65163
O 0.62981 -2.05294 -1.98127
C 1.32517 -3.24445 -2.45251
H -2.71694 2.92741 0.82582
H -1.18511 3.25521 0.31186
H -1.40051 2.65883 1.95809
H -2.39532 0.78734 -0.47405
H -2.10389 0.42303 1.26692
H -0.84448 0.54984 -2.04632
H 0.88382 0.60376 -1.73714
H -0.03837 2.09117 -1.33007
H 0.94148 1.79260 0.95958
H 1.63759 0.28767 0.57132
H 1.46913 0.46733 3.00474
H 0.32871 -0.81374 2.56864
H -0.29933 0.74323 2.91965
H -1.46791 -1.30360 -0.71070
H -0.72123 -1.54538 0.92445
H 0.65253 -2.96083 -0.18887
H 1.61783 -1.58919 -0.31566
H 0.89349 -4.18891 -2.12122
H 2.37886 -3.16692 -2.18450
H 1.32092 -3.12723 -3.53618
```

The expectation value of S² is 0.75. The energy above the lowest of the compared OMol25 structures with the same formula, charge and spin is 0.000 eV. As for the net charge: -1. As for the spin multiplicity: 2.

***

The molecule C7H14N2 in a non-equilibrium geometry, computed with the ωB97M-V functional and the def2-TZVPD basis.

```
23
C7H14N2 | OMol25 | the ωB97M-V functional and the def2-TZVPD basis
C -0.99512 -1.01996 -3.54342
C -0.66632 -0.82655 -2.29489
C -0.90758 0.51359 -1.59100
C 0.38002 1.30713 -1.23018
C 1.17367 0.75215 -0.14286
N 0.95991 1.30315 1.04289
N 1.44381 0.56142 2.21847
C 0.26349 -0.00090 2.88620
C -0.25306 -1.22396 2.20038
H -0.49442 -1.90986 -4.17027
H -1.56134 -0.13784 -3.98897
H 0.17507 -1.55410 -1.62583
H -1.44540 1.16363 -2.39027
H -1.74398 0.50191 -0.82084
H 1.17098 1.53015 -2.00092
H -0.15644 2.28981 -0.71829
H 1.61979 -0.32499 -0.21668
H 1.69072 1.41750 2.88377
H -0.55155 0.69530 3.26039
H 0.81170 -0.40705 3.82988
H -0.65308 -1.90775 3.09876
H 0.80368 -1.75380 1.86452
H -1.06455 -0.96900 1.44912
```

The energy above the lowest of the compared OMol25 structures with the same formula, charge and spin is 5.382 eV. The SMILES is C=CCC/C=N/NCC.

***

A cluster of 7 separate species, C55H120N6O3 in total in a non-equilibrium geometry, computed with the ωB97M-V functional and the def2-TZVPD basis.

```
184
C55H120N6O3 | OMol25 | the ωB97M-V functional and the def2-TZVPD basis
C -0.42409 0.03116 0.21459
O 0.72665 -0.61281 -0.00336
O -1.20424 0.48665 -0.77072
O -0.76900 0.28849 1.47083
C -2.89073 -3.85036 2.42612
C -2.21124 -4.12530 1.07414
C -2.63110 -2.98174 0.09003
N -2.18683 -3.16443 -1.32515
C -2.67599 -4.48755 -1.84947
C -2.49134 -4.72304 -3.31892
C -2.81551 -3.48641 -4.20569
C -2.33240 -2.11220 -3.56797
C -2.71447 -2.03198 -2.13688
C -0.77150 -3.04551 -1.32209
H -3.98825 -3.85534 2.41377
H -2.52516 -2.90890 2.86627
H -2.59508 -4.57122 3.12923
H -2.69111 -5.05017 0.72607
H -1.12149 -4.22982 1.21978
H -2.21440 -2.02893 0.39449
H -3.68030 -2.82924 0.03940
H -3.74096 -4.59612 -1.57066
H -2.12181 -5.20415 -1.23847
H -3.14002 -5.54317 -3.57733
H -1.47553 -4.96405 -3.63962
H -3.93223 -3.39017 -4.24461
H -2.44663 -3.65259 -5.22923
H -2.85140 -1.40811 -4.16450
H -1.26359 -1.84837 -3.67828
H -3.76872 -2.00914 -2.02972
H -2.30980 -1.10489 -1.71559
H -0.38844 -3.69944 -0.59255
H -0.46605 -2.01655 -1.03364
H -0.36352 -3.42069 -2.30315
C 4.77324 -2.23192 6.15253
C 4.03463 -1.70618 4.94283
C 2.88080 -2.60140 4.49601
N 2.06461 -2.04034 3.35304
C 1.05809 -3.09190 2.99306
C 1.55107 -4.28436 2.24733
C 2.30413 -3.85749 1.03257
C 3.44652 -2.91827 1.49932
C 2.83341 -1.70523 2.17352
C 1.24993 -0.89368 3.81410
H 5.35252 -1.46056 6.62306
H 5.44635 -3.03700 5.84469
H 4.12991 -2.67748 6.93579
H 4.79877 -1.45278 4.22280
H 3.60015 -0.75525 5.22067
H 2.18189 -2.83791 5.33325
H 3.25184 -3.56258 4.16418
H 0.48426 -3.31991 3.91847
H 0.39806 -2.58639 2.24260
H 2.10944 -4.95749 2.89601
H 0.60423 -4.79569 1.98521
H 2.67670 -4.68487 0.43155
H 1.74797 -3.24290 0.33652
H 4.15222 -3.47732 2.15820
H 3.96580 -2.53193 0.61368
H 3.51377 -0.86512 2.43560
H 2.17569 -1.24991 1.43734
H 1.81395 -0.11356 4.31857
H 0.56573 -1.30892 4.58194
H 0.64397 -0.47972 3.02963
C 5.90384 1.08235 0.68549
C 4.78251 2.10158 1.10115
C 3.70480 2.26618 -0.02519
N 2.55785 3.13545 0.24035
C 1.70694 3.06371 -0.97876
C 2.26163 3.79313 -2.25136
C 2.63773 5.24694 -1.95506
C 3.53915 5.29974 -0.69927
C 2.94972 4.50481 0.48108
C 1.74299 2.62503 1.42762
H 6.40118 0.79907 1.65597
H 6.61056 1.55760 0.01868
H 5.41158 0.19785 0.25632
H 5.32157 3.03354 1.27996
H 4.31801 1.80756 2.04599
H 3.33702 1.30291 -0.37470
H 4.18386 2.75822 -0.83841
H 1.41507 2.02843 -1.13129
H 0.78488 3.59207 -0.73612
H 3.18682 3.25676 -2.57502
H 1.54300 3.63696 -3.06534
H 3.13607 5.71057 -2.79483
H 1.69120 5.77060 -1.80793
H 4.56655 5.04162 -1.00920
H 3.68973 6.33389 -0.40258
H 3.62853 4.44249 1.34381
H 2.06792 5.01014 0.89632
H 1.68374 1.52980 1.37762
H 0.76561 3.07760 1.42971
H 2.24933 2.94663 2.34194
C -5.03893 0.46320 -3.60799
C -4.45981 1.87507 -3.43983
C -3.89026 2.09413 -2.06708
N -3.14971 3.36698 -1.75735
C -3.94201 4.56119 -2.01432
C -3.31717 5.83135 -1.51233
C -3.01307 5.81293 -0.01217
C -2.13895 4.57931 0.36633
C -2.75015 3.28814 -0.24521
C -1.93830 3.37417 -2.49786
H -5.83274 0.36902 -2.87085
H -4.27422 -0.30926 -3.37526
H -5.45408 0.37858 -4.60319
H -5.21875 2.63859 -3.66305
H -3.66503 2.00032 -4.18792
H -3.23475 1.25731 -1.91761
H -4.70186 2.06579 -1.32752
H -4.88450 4.42012 -1.47702
H -4.16091 4.54765 -3.09177
H -4.11912 6.54878 -1.55198
H -2.42655 6.30521 -1.97431
H -3.97915 5.79218 0.52663
H -2.48387 6.73933 0.28320
H -2.22830 4.35288 1.43269
H -1.11965 4.87121 0.12634
H -3.63868 3.10088 0.34119
H -2.13113 2.37928 -0.16318
H -2.12443 3.24004 -3.54202
H -1.26463 2.58052 -2.11166
H -1.45466 4.33337 -2.38711
C 5.06965 -0.14237 -6.36384
C 3.77596 -0.28358 -5.47883
C 4.06883 -1.10403 -4.27348
N 2.90732 -1.36484 -3.38715
C 1.91670 -2.20774 -4.06485
C 2.28603 -3.66785 -4.30600
C 2.57256 -4.32785 -2.95134
C 3.73801 -3.57065 -2.35449
C 3.41960 -2.10954 -2.19332
C 2.23447 -0.11738 -2.94575
H 5.84721 0.24838 -5.72555
H 4.79659 0.49759 -7.20141
H 5.29110 -1.18231 -6.66740
H 2.94890 -0.70622 -6.07245
H 3.53108 0.74878 -5.23737
H 4.78925 -0.60851 -3.64240
H 4.36907 -2.08728 -4.62684
H 1.68591 -1.65816 -4.99799
H 1.00948 -2.15880 -3.47140
H 3.09980 -3.76070 -5.06961
H 1.40369 -4.11898 -4.72489
H 2.87958 -5.35919 -3.10584
H 1.65578 -4.26783 -2.35682
H 4.66481 -3.74096 -2.89014
H 3.90601 -3.94795 -1.35046
H 4.26371 -1.50281 -1.89466
H 2.66696 -1.91126 -1.44845
H 1.55346 -0.34706 -2.11260
H 1.63622 0.23360 -3.80980
H 2.93885 0.67453 -2.69471
C -5.50158 -0.15660 0.82984
C -4.86384 -0.23502 2.19884
C -3.95630 1.00153 2.37426
N -3.40437 1.33795 3.76563
C -2.49951 2.45832 3.67643
C -1.76148 2.73568 4.96208
C -0.99844 1.50903 5.37221
C -1.93608 0.34687 5.54517
C -2.77578 0.06798 4.28724
C -4.52057 1.63491 4.60314
H -6.25930 0.64187 0.75381
H -6.03883 -1.09188 0.60108
H -4.74751 0.06075 0.04045
H -4.14514 -1.06365 2.30470
H -5.62632 -0.41906 2.95276
H -4.43305 1.91344 2.03987
H -3.08399 0.86532 1.77091
H -1.81181 2.08639 2.90130
H -3.08952 3.28229 3.34372
H -1.16119 3.61640 4.64688
H -2.41846 3.09903 5.73944
H -0.35786 1.21482 4.51908
H -0.42016 1.74185 6.25897
H -1.36703 -0.58941 5.51746
H -2.52292 0.55659 6.45604
H -2.17164 -0.20562 3.43811
H -3.56119 -0.70235 4.42589
H -4.27071 1.79805 5.64760
H -5.25602 0.81793 4.47106
H -5.04344 2.59019 4.37997
```

The energy above the lowest of the compared OMol25 structures with the same formula, charge and spin is 0.000 eV. As for the net charge: +4.